ORCA calculation (ωB97M-V/def2-TZVPD) on 6 unconnected molecules or ions with the total composition C60H58F6O9S2.

Positions of all 135 atoms, in Å:
C: -1.347 -3.034 6.484
C: -1.037 -4.510 6.247
O: -1.632 -5.016 5.056
C: -1.117 -4.627 3.874
C: 0.055 -3.896 3.760
C: 0.513 -3.552 2.503
C: -0.164 -3.946 1.344
C: -1.377 -4.665 1.441
C: -2.130 -5.020 0.173
C: -2.129 -6.543 -0.061
C: -3.548 -4.424 0.103
C: -3.977 -4.180 -1.355
C: -1.836 -4.994 2.717
S: -3.327 -5.927 2.944
C: -4.370 -4.766 3.879
C: -4.446 -3.423 3.215
O: -3.564 -2.608 3.249
O: -5.599 -3.242 2.535
C: -6.027 -1.896 2.338
C: -7.496 -1.745 2.749
C: -8.344 -2.975 2.546
O: -7.968 -0.648 1.926
C: -9.007 0.066 2.462
O: -10.144 -0.158 2.165
C: -8.619 1.186 3.396
S: -8.699 0.715 5.161
C: 0.476 -3.545 0.053
O: 0.523 -4.234 -0.940
C: 1.138 -2.204 0.078
C: 1.158 -1.383 -1.036
C: 1.794 -0.161 -0.943
F: 1.816 0.597 -2.051
C: 2.406 0.302 0.218
C: 3.123 1.623 0.381
C: 2.784 2.747 -0.577
O: 3.729 2.705 -1.672
C: 3.579 3.708 -2.554
O: 3.461 3.525 -3.730
C: 2.385 -0.557 1.314
C: 1.770 -1.793 1.250
C: 1.756 -2.731 2.399
O: 2.674 -2.829 3.181
H: -0.509 -2.575 7.012
H: -1.499 -2.492 5.554
H: -2.214 -2.925 7.132
H: -1.460 -5.112 7.048
H: 0.036 -4.709 6.261
H: 0.633 -3.588 4.618
H: -1.603 -4.579 -0.663
H: -2.130 -6.762 -1.129
H: -1.208 -6.978 0.327
H: -2.992 -7.017 0.401
H: -3.591 -3.475 0.640
H: -4.278 -5.094 0.553
H: -5.059 -4.302 -1.440
H: -3.763 -3.163 -1.680
H: -3.527 -4.902 -2.035
H: -5.352 -5.227 3.934
H: -3.960 -4.647 4.877
H: -5.949 -1.651 1.279
H: -5.406 -1.202 2.899
H: -7.502 -1.416 3.790
H: -8.363 -3.266 1.497
H: -9.376 -2.743 2.820
H: -8.017 -3.793 3.181
H: -9.319 2.004 3.259
H: -7.613 1.534 3.174
H: -9.185 -0.520 5.015
H: 0.684 -1.699 -1.954
H: 4.201 1.455 0.382
H: 2.890 1.976 1.385
H: 2.905 3.707 -0.070
H: 1.775 2.674 -0.975
H: 3.632 4.727 -2.143
H: 2.868 -0.259 2.236
F: 3.608 9.236 -8.345
C: 3.616 8.122 -7.581
C: 2.465 7.366 -7.494
C: 2.482 6.222 -6.708
C: 3.633 5.853 -6.022
C: 4.775 6.636 -6.129
C: 4.775 7.780 -6.915
H: 1.579 7.673 -8.032
H: 1.590 5.614 -6.632
H: 3.637 4.961 -5.408
H: 5.674 6.355 -5.597
H: 5.656 8.400 -7.016
F: 3.439 0.895 -9.960
C: 3.704 0.696 -8.650
C: 4.199 -0.529 -8.251
C: 4.471 -0.726 -6.905
C: 4.242 0.290 -5.987
C: 3.741 1.512 -6.414
C: 3.470 1.724 -7.759
H: 4.364 -1.307 -8.984
H: 4.864 -1.678 -6.573
H: 4.452 0.132 -4.937
H: 3.559 2.299 -5.697
H: 3.086 2.670 -8.117
F: 6.337 5.198 -0.739
C: 7.307 4.256 -0.678
C: 7.046 3.008 -1.202
C: 8.040 2.042 -1.141
C: 9.266 2.336 -0.559
C: 9.500 3.602 -0.038
C: 8.515 4.579 -0.097
H: 6.083 2.804 -1.645
H: 7.855 1.058 -1.551
H: 10.038 1.580 -0.512
H: 10.453 3.832 0.419
H: 8.677 5.573 0.298
F: -5.466 -0.588 -2.702
C: -6.315 0.394 -2.337
C: -6.957 0.298 -1.119
C: -7.825 1.312 -0.746
C: -8.045 2.393 -1.588
C: -7.389 2.463 -2.810
C: -6.511 1.459 -3.193
H: -6.779 -0.555 -0.481
H: -8.332 1.256 0.206
H: -8.727 3.179 -1.294
H: -7.561 3.302 -3.471
H: -5.984 1.495 -4.137
F: 4.560 1.651 3.053
C: 4.896 1.560 4.362
C: 5.397 0.364 4.833
C: 5.741 0.276 6.174
C: 5.574 1.369 7.014
C: 5.064 2.558 6.512
C: 4.722 2.663 5.172
H: 5.511 -0.476 4.161
H: 6.139 -0.651 6.562
H: 5.842 1.293 8.059
H: 4.931 3.410 7.165
H: 4.329 3.581 4.756

## Properties
SMILES string	CCOc1cc2c(c([C@@H](C)CC)c1SCC(=O)OC[C@H](C)OC(=O)CS)C(=O)c1cc(F)c(CCOC=O)cc1C2=O.Fc1ccccc1.Fc1ccccc1.Fc1ccccc1.Fc1ccccc1.Fc1ccccc1
E_tot	-119563.2899	eV
charge	0
F_max	0.74	eV/Å
E_LUMO	-0.7	eV

Here are the Mulliken charges for atoms 1 to 99, given in e: number 1, C, carries -0.908; number 2, C, carries -0.619; number 3, O, carries -0.543; number 4, C, carries 1.278; number 5, C, carries -0.863; number 6, C, carries 0.043; number 7, C, carries -0.190; number 8, C, carries 0.325; number 9, C, carries 0.038; number 10, C, carries -1.743; number 11, C, carries 0.127; number 12, C, carries -1.578; number 13, C, carries 0.342; number 14, S, carries -0.219; number 15, C, carries -0.530; number 16, C, carries 0.443; number 17, O, carries -0.593; number 18, O, carries -0.164; number 19, C, carries -0.593; number 20, C, carries 0.865; number 21, C, carries -1.521; number 22, O, carries -0.153; number 23, C, carries 0.147; number 24, O, carries -0.504; number 25, C, carries -0.322; number 26, S, carries -0.212; number 27, C, carries -0.309; number 28, O, carries -0.598; number 29, C, carries 0.795; number 30, C, carries -1.289; number 31, C, carries 0.844; number 32, F, carries -0.313; number 33, C, carries 0.314; number 34, C, carries -0.400; number 35, C, carries -1.049; number 36, O, carries -0.044; number 37, C, carries -0.213; number 38, O, carries -0.507; number 39, C, carries -1.180; number 40, C, carries 0.185; number 41, C, carries -0.390; number 42, O, carries -0.587; number 43, H, carries 0.352; number 44, H, carries 0.272; number 45, H, carries 0.336; number 46, H, carries 0.394; number 47, H, carries 0.433; number 48, H, carries 0.622; number 49, H, carries 0.661; number 50, H, carries 0.435; number 51, H, carries 0.368; number 52, H, carries 0.398; number 53, H, carries 0.083; number 54, H, carries 0.171; number 55, H, carries 0.429; number 56, H, carries 0.385; number 57, H, carries 0.345; number 58, H, carries 0.410; number 59, H, carries 0.401; number 60, H, carries -0.042; number 61, H, carries 0.423; number 62, H, carries 0.106; number 63, H, carries 0.302; number 64, H, carries 0.461; number 65, H, carries 0.367; number 66, H, carries 0.394; number 67, H, carries 0.364; number 68, H, carries 0.156; number 69, H, carries 0.609; number 70, H, carries 0.271; number 71, H, carries 0.324; number 72, H, carries 0.664; number 73, H, carries 0.447; number 74, H, carries 0.453; number 75, H, carries 0.543; number 76, F, carries -0.323; number 77, C, carries 0.318; number 78, C, carries -0.414; number 79, C, carries -0.489; number 80, C, carries -0.265; number 81, C, carries -0.465; number 82, C, carries -0.414; number 83, H, carries 0.418; number 84, H, carries 0.387; number 85, H, carries 0.490; number 86, H, carries 0.400; number 87, H, carries 0.417; number 88, F, carries -0.319; number 89, C, carries 0.415; number 90, C, carries -0.542; number 91, C, carries -0.274; number 92, C, carries -0.753; number 93, C, carries -0.001; number 94, C, carries -0.618; number 95, H, carries 0.417; number 96, H, carries 0.369; number 97, H, carries 0.450; number 98, H, carries 0.418; number 99, H, carries 0.493